Arrangement A

Computed, not measured: C19H24N2O5S in the gas phase, with ωB97M-V with the def2-TZVPD basis set.

Each line ends with the Löwdin charge.
CARTESIAN COORDINATES (ANGSTROEM)
C (-6.4884, -2.5520, 1.3214)  -0.06
C (-5.5278, -3.0293, 0.2371)  -0.24
H (-6.0282, -3.7558, -0.4090)  0.12
H (-4.6457, -3.5104, 0.6768)  0.12
O (-5.1436, -1.9901, -0.6448)  -0.04
C (-4.2483, -1.0546, -0.2497)  -0.26
C (-3.5232, -1.0764, 0.9414)  0.00
C (-2.6136, -0.0675, 1.2117)  -0.07
C (-2.4229, 0.9579, 0.3091)  -0.28
C (-3.1469, 1.0011, -0.8698)  -0.06
C (-4.0514, -0.0002, -1.1504)  0.02
H (-4.6301, 0.0058, -2.0602)  0.12
H (-3.0030, 1.8325, -1.5414)  0.12
S (-1.2198, 2.2414, 0.6670)  0.67
O (-1.0240, 2.2696, 2.0885)  -0.29
O (-1.6395, 3.4338, -0.0072)  -0.28
N (0.2243, 1.7865, -0.0034)  -0.23
C (0.3682, 1.8393, -1.4373)  -0.17
C (0.1117, 0.4873, -2.1111)  -0.11
H (0.3736, 0.5716, -3.1662)  0.12
H (-0.9444, 0.2201, -2.0316)  0.10
C (0.9517, -0.6191, -1.4626)  -0.22
C (0.6869, -0.6312, 0.0506)  -0.12
C (0.9797, 0.7487, 0.6458)  -0.17
H (0.7200, 0.7871, 1.7043)  0.12
H (2.0460, 0.9771, 0.5342)  0.13
H (1.3018, -1.3765, 0.5591)  0.11
H (-0.3617, -0.8876, 0.2192)  0.10
C (2.4400, -0.4260, -1.7601)  -0.46
O (2.8966, 0.5124, -2.3739)  0.08
N (3.2177, -1.4420, -1.3099)  0.08
H (2.8025, -2.1803, -0.7641)  0.14
C (4.6600, -1.3209, -1.2512)  -0.09
C (5.1205, -1.1457, 0.1600)  -0.27
C (6.0565, -1.7999, 0.9053)  -0.03
C (6.0338, -1.1966, 2.1877)  -0.06
C (5.0814, -0.2291, 2.1270)  -0.12
O (4.5229, -0.1905, 0.9062)  0.04
H (4.7179, 0.4702, 2.8530)  0.12
H (6.6413, -1.4537, 3.0305)  0.10
H (6.6870, -2.6026, 0.5821)  0.11
H (4.9087, -0.4394, -1.8523)  0.13
H (5.1378, -2.2035, -1.6844)  0.13
H (0.6592, -1.5880, -1.8871)  0.15
H (-0.3296, 2.5962, -1.7945)  0.12
H (1.3880, 2.1615, -1.6668)  0.12
H (-2.0568, -0.0562, 2.1358)  0.12
H (-3.6564, -1.8653, 1.6643)  0.11
H (-6.7922, -3.3939, 1.9371)  0.08
H (-7.3708, -2.1129, 0.8631)  0.08
H (-6.0217, -1.8010, 1.9540)  0.07

E_LUMO = 0.54 eV
SMILES = CCOc1ccc(S(=O)(=O)N2CCC(C(=O)NCc3ccco3)CC2)cc1
HOMO = -0.3208 Ha
spin multiplicity = 1
charge = 0

***

Arrangement B

Computed, not measured: C19H24N2O5S in the gas phase, with ωB97M-V with the def2-TZVPD basis set.

Each line ends with the Löwdin charge.
CARTESIAN COORDINATES (ANGSTROEM)
C (-4.3694, -0.2832, -1.6789)  -0.09
H (-4.4155, -0.7392, -2.6649)  0.07
C (-4.3951, 1.2360, -1.7927)  -0.23
H (-5.2839, 1.5520, -2.3421)  0.11
H (-3.5150, 1.5731, -2.3450)  0.11
C (-4.4086, 1.9117, -0.4221)  -0.18
N (-3.1967, 1.6260, 0.3107)  0.08
C (-3.1859, 1.0612, 1.5257)  -0.50
O (-4.1793, 0.8032, 2.1754)  0.06
C (-1.7716, 0.7694, 2.0530)  -0.09
N (-0.8872, 0.2151, 1.0530)  -0.16
C (-1.1166, -1.0677, 0.5464)  -0.24
C (-0.2066, -1.6268, -0.3490)  -0.03
C (-0.4104, -2.8969, -0.8547)  -0.07
C (-1.5123, -3.6414, -0.4707)  -0.09
C (-2.4130, -3.0957, 0.4262)  -0.08
C (-2.2262, -1.8213, 0.9313)  -0.02
H (-2.9564, -1.4207, 1.6140)  0.11
H (-3.2805, -3.6595, 0.7349)  0.11
H (-1.6672, -4.6332, -0.8667)  0.10
H (0.3040, -3.3069, -1.5532)  0.11
H (0.6563, -1.0620, -0.6573)  0.09
S (0.0037, 1.3158, 0.1399)  0.69
O (-0.3555, 1.2150, -1.2480)  -0.27
O (-0.1793, 2.5963, 0.7615)  -0.27
C (1.7040, 0.8267, 0.3677)  -0.30
C (2.1517, 0.4824, 1.6196)  -0.05
C (3.4896, 0.1479, 1.7900)  0.01
C (4.3654, 0.1683, 0.7150)  -0.19
C (3.8898, 0.5339, -0.5721)  -0.19
C (2.5543, 0.8620, -0.7279)  0.01
H (2.1346, 1.1409, -1.6801)  0.11
O (4.8118, 0.5291, -1.5608)  -0.05
C (4.4016, 0.8964, -2.8584)  -0.07
H (3.6383, 0.2151, -3.2460)  0.10
H (5.2956, 0.8280, -3.4757)  0.10
H (4.0193, 1.9212, -2.8826)  0.10
O (5.6811, -0.1384, 0.7753)  -0.05
C (6.2356, -0.5023, 2.0179)  -0.07
H (7.2887, -0.6945, 1.8209)  0.10
H (6.1458, 0.3060, 2.7502)  0.10
H (5.7702, -1.4095, 2.4157)  0.10
H (3.8378, -0.1262, 2.7721)  0.11
H (1.4686, 0.4696, 2.4525)  0.12
H (-1.8394, 0.0974, 2.9128)  0.14
H (-1.3298, 1.7162, 2.3716)  0.12
H (-2.3259, 1.8219, -0.1606)  0.10
H (-5.2379, 1.5426, 0.1864)  0.12
H (-4.5122, 2.9962, -0.5421)  0.12
H (-5.2158, -0.6359, -1.0938)  0.08
H (-3.4544, -0.6152, -1.1938)  0.05

E_LUMO = 0.55 eV
SMILES = CCCNC(=O)CN(c1ccccc1)S(=O)(=O)c1ccc(OC)c(OC)c1
HOMO = -0.3140 Ha
spin multiplicity = 1
charge = 0

***

So which one is most stable? That would be arrangement A, about 23.3 kJ/mol below the next structure.

***

Arrangement A

Computed, not measured: C19H24N2O5S in the gas phase, with ωB97M-V with the def2-TZVPD basis set.

Each line ends with the Löwdin charge.
CARTESIAN COORDINATES (ANGSTROEM)
C (-6.1468, -0.6939, -0.0714)  -0.10
H (-6.7103, 0.2374, -0.0793)  0.09
O (-5.3805, -0.6963, -1.2582)  -0.19
C (-4.7648, -1.9200, -1.5599)  -0.22
C (-3.6078, -2.2877, -0.6099)  -0.15
N (-2.6521, -1.2135, -0.5138)  0.08
C (-2.6732, -0.3375, 0.5182)  -0.45
O (-3.3378, -0.5095, 1.5218)  0.06
C (-1.7615, 0.8330, 0.3148)  -0.08
C (-0.4356, 0.6100, -0.0311)  0.00
C (0.4180, 1.6793, -0.2116)  -0.26
C (-0.0272, 2.9756, -0.0518)  -0.04
C (-1.3500, 3.1987, 0.2938)  -0.02
C (-2.2325, 2.1415, 0.4836)  -0.19
C (-3.6656, 2.3900, 0.8287)  -0.02
H (-3.9245, 1.8610, 1.7434)  0.09
H (-4.3119, 2.0071, 0.0393)  0.09
H (-3.8568, 3.4516, 0.9592)  0.08
H (-1.7062, 4.2111, 0.4158)  0.11
H (0.6645, 3.7881, -0.2105)  0.11
S (2.1205, 1.3139, -0.6325)  0.70
O (2.7863, 2.5536, -0.9127)  -0.27
O (2.1048, 0.2809, -1.6289)  -0.26
N (2.5727, 0.6356, 0.8447)  -0.22
C (3.2695, -0.5925, 0.7382)  -0.22
C (2.8218, -1.7123, 1.4134)  -0.01
C (3.4625, -2.9294, 1.2406)  -0.09
C (4.5335, -3.0228, 0.3715)  -0.08
C (4.9900, -1.9085, -0.3143)  -0.01
C (4.3737, -0.6791, -0.1231)  -0.23
O (4.7526, 0.4937, -0.6876)  -0.12
C (5.5273, 0.4596, -1.8636)  -0.06
H (5.5232, 1.4810, -2.2397)  0.10
H (5.0787, -0.2038, -2.6073)  0.11
H (6.5564, 0.1471, -1.6546)  0.09
H (5.8266, -2.0017, -0.9890)  0.11
H (5.0242, -3.9726, 0.2193)  0.10
H (3.1142, -3.8022, 1.7710)  0.10
H (1.9659, -1.6213, 2.0647)  0.12
C (3.0681, 1.6023, 1.7992)  -0.06
H (4.0465, 1.9957, 1.5086)  0.10
H (2.3542, 2.4231, 1.8371)  0.09
H (3.1354, 1.1315, 2.7795)  0.10
H (-0.0443, -0.3878, -0.1573)  0.12
H (-2.1616, -0.9525, -1.3555)  0.15
H (-3.1182, -3.1930, -0.9777)  0.12
H (-3.9845, -2.4647, 0.3996)  0.12
H (-4.3783, -1.7969, -2.5761)  0.12
H (-5.5001, -2.7391, -1.5548)  0.12
H (-6.8442, -1.5393, -0.0550)  0.09
H (-5.5147, -0.7247, 0.8212)  0.07

E_LUMO = 0.70 eV
SMILES = COCCNC(=O)c1cc(S(=O)(=O)N(C)c2ccccc2OC)ccc1C
HOMO = -0.3169 Ha
spin multiplicity = 1
charge = 0

***

Arrangement B

Computed, not measured: C19H24N2O5S in the gas phase, with ωB97M-V with the def2-TZVPD basis set.

Each line ends with the Löwdin charge.
CARTESIAN COORDINATES (ANGSTROEM)
C (-3.4258, -2.2226, 1.5539)  -0.39
H (-4.3601, -1.6833, 1.6693)  0.03
H (-2.5858, -1.5679, 1.7669)  0.02
H (-3.4229, -3.1003, 2.1942)  0.03
S (-3.3448, -2.7486, -0.1806)  0.81
C (-1.6927, -3.5443, -0.2231)  -0.45
C (-0.6588, -2.7586, -1.0247)  -0.18
H (-1.1293, -2.4292, -1.9551)  0.12
C (-0.0768, -1.5362, -0.3141)  -0.32
N (-1.0986, -0.6262, 0.1641)  0.06
H (-1.9268, -0.7079, -0.4171)  0.05
C (-0.5813, 0.7287, 0.1673)  -0.20
C (-1.6304, 1.7901, -0.0632)  -0.10
C (-2.7515, 1.5535, -0.8494)  -0.04
C (-3.7374, 2.5082, -1.0128)  -0.09
C (-3.6141, 3.7335, -0.3809)  -0.09
C (-2.4884, 4.0069, 0.3667)  -0.01
C (-1.4760, 3.0593, 0.5141)  -0.26
O (-0.3995, 3.4358, 1.2419)  0.06
H (0.4139, 2.9646, 0.9870)  0.06
H (-2.3537, 4.9622, 0.8489)  0.12
H (-4.3857, 4.4811, -0.4858)  0.10
H (-4.5990, 2.2904, -1.6248)  0.10
H (-2.8763, 0.6039, -1.3514)  0.10
H (-0.1198, 0.8903, 1.1513)  0.15
C (0.5471, 0.7588, -0.9192)  -0.06
C (1.8458, 1.2657, -0.3370)  -0.35
O (2.0047, 2.3369, 0.1986)  0.11
N (2.8003, 0.2943, -0.4881)  0.09
C (2.3035, -0.8811, -1.0097)  -0.38
O (2.9467, -1.8842, -1.1803)  0.14
C (0.8273, -0.6892, -1.2862)  -0.05
H (0.5996, -0.9505, -2.3199)  0.17
C (4.1748, 0.4006, -0.0017)  -0.34
C (4.9062, 1.5073, -0.7530)  -0.04
H (5.9396, 1.5503, -0.4211)  0.08
H (4.4355, 2.4671, -0.5561)  0.08
H (4.8920, 1.3181, -1.8244)  0.08
C (4.1795, 0.6312, 1.5059)  -0.03
H (3.8211, 1.6311, 1.7343)  0.08
H (3.5300, -0.0895, 1.9968)  0.07
H (5.1894, 0.5207, 1.8908)  0.08
H (4.6282, -0.5705, -0.2326)  0.14
H (0.2437, 1.3804, -1.7643)  0.17
C (0.8031, -1.9142, 0.8852)  -0.45
O (1.2933, -1.1065, 1.6310)  0.14
O (0.9967, -3.2205, 1.0244)  0.14
H (1.5995, -3.3993, 1.7652)  0.15
H (0.1683, -3.4243, -1.2792)  0.13
H (-1.3814, -3.6957, 0.8061)  0.07
H (-1.8448, -4.5141, -0.6962)  0.07

E_LUMO = 0.55 eV
SMILES = CSCC[C@]1(C(=O)O)N[C@H](c2ccccc2O)[C@H]2C(=O)N(C(C)C)C(=O)[C@H]21
HOMO = -0.3112 Ha
spin multiplicity = 1
charge = 0

***

So which one is most stable? That would be arrangement B, about 302.8 kJ/mol below the next structure.

***

Arrangement A

Computed, not measured: C7H13NO in the gas phase, with ωB97M-V with the def2-TZVPD basis set.

Each line ends with the Löwdin charge.
CARTESIAN COORDINATES (ANGSTROEM)
C (0.1565, 1.0233, 1.5291)  -0.08
C (-0.2732, 0.8690, 0.1269)  -0.37
C (0.2437, 1.7515, -0.9759)  -0.05
C (0.6365, 0.3050, -1.0203)  -0.24
C (1.7940, -0.6256, -0.6052)  -0.11
C (-0.5852, -1.5983, -0.1221)  -0.09
C (-1.3751, -0.2795, 0.2311)  -0.42
H (-0.4734, 1.6365, 2.0909)  0.05
H (1.2359, 1.2975, 1.5762)  0.10
H (-0.0848, 0.0093, 2.1462)  0.12
H (-0.4043, 2.3308, -1.7412)  0.12
H (0.9235, 2.6204, -0.6261)  0.13
H (-0.0122, -0.2610, -1.6378)  0.07
H (2.6414, -0.0895, -0.0518)  0.13
H (2.2216, -1.2877, -1.2841)  0.07
H (1.3192, -2.2299, 0.4944)  0.11
H (-0.8101, -2.5173, 0.4003)  0.10
H (-0.7996, -1.5758, -1.4138)  0.19
H (-1.8616, -0.2686, 1.2716)  0.15
H (-2.9872, 0.3980, -0.1205)  0.18
N (0.8584, -1.2679, 0.4180)  -0.10
O (-2.3640, -0.2400, -0.6859)  -0.05

E_LUMO = 0.82 eV
SMILES = C[C@@]12C[C@H]1CNC[C@@H]2O
HOMO = -0.3150 Ha
spin multiplicity = 1
charge = 0

***

Arrangement B

Computed, not measured: 2 unconnected molecules or ions with the total composition C7H13NO, with ωB97M-V with the def2-TZVPD basis set.

Each line ends with the Löwdin charge.
CARTESIAN COORDINATES (ANGSTROEM)
C (1.8678, -0.3074, -0.1231)  -0.03
C (1.3778, 1.0497, -0.5486)  -0.50
N (0.3453, 0.5721, -2.4649)  0.06
O (2.1391, 1.9311, -0.8893)  0.01
H (0.3955, -0.2694, -3.0325)  0.06
H (0.9408, 1.2989, -2.8514)  0.05
H (1.9767, -0.3433, 0.9550)  0.09
H (1.1539, -1.0693, -0.4231)  0.06
H (2.8098, -0.5211, -0.6254)  0.09
C (-1.6012, -1.3077, 0.1124)  -0.06
C (-1.0224, -0.5254, 1.2589)  -0.39
C (-0.8464, 0.9176, 1.0228)  -0.09
C (-0.7485, -1.0790, 2.4362)  0.05
C (-0.0349, 1.5373, 0.1582)  -0.01
H (-1.5064, 1.5292, 1.6334)  0.11
H (-1.6560, -2.3686, 0.3464)  0.08
H (-2.6061, -0.9477, -0.1142)  0.09
H (-0.9970, -1.1715, -0.7845)  0.05
H (-0.4004, -0.4915, 3.2720)  0.07
H (-1.0041, -2.1047, 2.6530)  0.06
H (-0.5567, 1.0474, -2.1800)  0.08
H (-0.0270, 2.6235, 0.1886)  0.09

E_LUMO = 0.81 eV
SMILES = C=C(C)/C=C\C(C)=O.N
HOMO = -0.3346 Ha
spin multiplicity = 1
charge = 0

***

Arrangement C

Computed, not measured: C7H13NO in the gas phase, with ωB97M-V with the def2-TZVPD basis set.

Each line ends with the Löwdin charge.
CARTESIAN COORDINATES (ANGSTROEM)
C (1.8071, -0.0222, 1.2051)  -0.07
C (1.4217, -0.2256, -0.3265)  -0.40
C (-0.3423, -1.8507, 0.0249)  -0.16
C (-1.8814, -1.1104, -0.3217)  -0.04
C (-1.5149, 1.4498, 0.2406)  -0.26
C (-0.2570, 1.6307, -0.5518)  -0.11
C (1.0336, 1.2381, -0.7928)  -0.07
H (2.3450, -0.9106, 1.5607)  0.07
H (1.0534, 0.3464, 1.9575)  0.10
H (2.5313, 0.6990, 1.1831)  0.03
H (2.4640, -0.6244, -0.9343)  0.17
H (0.1718, -0.8306, -1.7803)  0.11
H (-0.6301, -3.0383, -0.0656)  0.12
H (0.1503, -1.7767, 1.1277)  0.13
H (-2.7255, -1.4616, 0.1757)  0.07
H (-1.7932, -0.9414, -1.4397)  0.12
H (-2.6561, 1.9021, -0.0704)  0.17
H (-1.4348, 1.9384, 1.2040)  0.11
H (-0.4573, 2.7500, -0.8803)  0.12
H (1.8994, 1.9344, -1.2187)  0.14
N (0.5619, -1.2060, -0.9116)  -0.10
O (-1.7469, 0.1099, 0.6144)  -0.25

E_LUMO = 0.93 eV
SMILES = C[C@@H]1/C=C\COCCN1
HOMO = -0.2893 Ha
spin multiplicity = 1
charge = 0

***

Arrangement D

Computed, not measured: C7H13NO in the gas phase, with ωB97M-V with the def2-TZVPD basis set.

Each line ends with the Löwdin charge.
CARTESIAN COORDINATES (ANGSTROEM)
C (-0.0424, -1.3613, -0.2060)  -0.14
C (-1.2434, -0.8632, 0.6531)  -0.10
C (0.8465, -0.1169, -0.5332)  -0.58
C (-1.3545, 0.5846, 0.0564)  -0.76
C (1.6287, -0.1874, -1.8446)  -0.01
C (1.7322, 0.2768, 0.6923)  -0.01
C (-1.9447, 1.4476, 1.1679)  0.00
N (-0.0077, 1.0232, -0.3313)  0.29
O (-1.8472, 0.5199, -1.1799)  0.04
H (0.6328, -2.1153, 0.0775)  0.08
H (-0.4344, -1.7675, -1.2510)  0.15
H (-2.2361, -1.3864, 0.6029)  0.13
H (-0.8813, -1.0477, 1.7487)  0.13
H (1.6138, 0.7506, -2.2051)  0.04
H (1.1567, -0.8994, -2.6214)  0.12
H (2.6142, -0.6094, -1.6645)  0.08
H (1.2854, 0.1516, 1.6872)  0.09
H (2.2612, 1.2574, 0.4075)  0.12
H (2.5704, -0.5675, 0.6091)  0.13
H (-2.9242, 0.9076, 1.4526)  0.13
H (-2.1451, 2.3420, 0.7848)  0.03
H (-1.2809, 1.6607, 1.8972)  0.04

E_LUMO (alpha / beta) = -1.48 / -1.47 eV
HOMO (alpha / beta) = -0.3428 / -0.3428 Ha
spin multiplicity = 1
charge = 0

***

So which one is most stable? That would be arrangement B, about 296.2 kJ/mol below the next structure.